[1]
C20H17GaN2O3P | wB97M-V/def2-TZVPD

Geometry (Å):
Ga -0.50 -0.13 0.35
P -0.87 2.27 0.51
O 0.05 -0.83 3.99
O -0.79 -1.06 1.90
O -1.76 -1.12 -2.00
N 1.30 -0.15 2.20
N 1.46 -0.36 0.80
C -1.69 -0.16 -1.28
C -2.54 1.06 -1.40
C 0.12 -0.72 2.81
C -1.04 5.68 2.75
C 2.82 3.50 -1.94
C 1.76 3.06 0.17
C -2.28 2.21 -0.64
C 0.53 2.86 -0.49
C -2.31 3.21 2.63
C 1.61 3.31 -2.59
C -1.29 3.52 1.73
C -0.65 4.75 1.79
C -3.12 3.31 -0.79
C 2.89 3.39 -0.55
C 0.47 3.00 -1.87
C -2.06 5.37 3.64
C -2.69 4.14 3.58
C -3.62 1.01 -2.27
C -4.45 2.11 -2.40
C -4.20 3.26 -1.67
H -3.49 3.90 4.28
H -2.36 6.10 4.38
H -4.84 4.13 -1.77
H 2.14 -0.23 2.77
H -0.47 2.87 -2.39
H -2.80 2.24 2.60
H 1.56 3.41 -3.67
H 0.14 5.00 1.09
H 1.81 2.98 1.25
H 2.03 0.40 0.41
H -5.30 2.07 -3.08
H 1.90 -1.25 0.58
H -2.94 4.21 -0.22
H -0.54 6.64 2.80
H 3.83 3.57 -0.04
H -3.80 0.10 -2.82
H 3.71 3.74 -2.50

Output
- Highest occupied orbital energy: -11.88 eV
- Electronic energy: -3373.52649 Ha
- Max |F|: 0.01560 hartree/bohr
- Charge: +1

=====

[2]
C20H17IrN8PS2 | wB97M-V/def2-TZVPD

Geometry (Å):
Ir 0.63 -0.02 1.66
S 2.12 -1.38 2.69
S -0.28 -1.82 0.66
P -0.77 3.03 2.70
N -0.37 -7.92 1.40
N -2.01 1.25 4.55
N 1.92 3.67 3.29
N 2.71 -7.34 4.01
N -1.67 3.13 0.03
N -0.66 0.28 3.15
N 1.65 1.73 2.32
N -0.58 1.29 0.51
C 3.16 3.12 3.15
C 0.45 -3.18 1.48
C -0.97 1.23 -0.79
C 2.99 1.91 2.55
C -1.18 1.45 3.51
C 2.22 -6.47 3.45
C 0.55 -5.55 1.86
C 1.62 -5.36 2.77
C -2.02 -0.09 4.84
C 2.08 -4.08 3.01
C -1.18 -0.69 3.96
C 1.03 2.80 2.78
C -1.01 2.45 1.00
C 1.50 -2.98 2.38
C 1.64 4.98 3.87
C -2.35 4.42 0.17
C -0.02 -4.47 1.23
C -1.65 2.37 -1.10
C -2.84 2.25 5.22
C 0.04 -6.87 1.60
H 3.72 1.17 2.27
H -0.90 -1.73 3.86
H 2.54 5.34 4.35
H -2.62 -0.49 5.64
H -2.12 2.69 -2.01
H -0.74 0.38 -1.41
H -0.84 -4.62 0.54
H -2.90 2.01 6.28
H 4.05 3.63 3.48
H -2.52 4.82 -0.83
H 1.34 5.69 3.10
H -1.73 5.11 0.72
H -2.38 3.23 5.11
H 2.90 -3.94 3.71
H 0.85 4.90 4.61
H -3.84 2.27 4.79
H -3.31 4.30 0.67

Output
- Highest occupied orbital energy (alpha / beta): -10.59 / -10.59 eV
- Electronic energy: -2452.33558 Ha
- Relative energy (zero: lowest compared OMol25 entry of this formula, charge and spin): 0.0 kcal/mol
- Max |F|: 0.00770 hartree/bohr
- Charge: +1

=====

[3]
C20H17N2NbO2S5 | wB97M-V/def2-TZVPD

Geometry (Å):
Nb 0.08 -0.39 0.20
S -4.91 2.01 -2.42
S 0.71 3.46 -3.56
S -2.24 0.82 -1.87
S -2.42 3.38 -3.35
S 0.78 0.97 -1.78
O -0.93 -1.61 -0.61
O -0.86 0.63 1.36
N 1.67 -1.71 -0.35
N 1.71 0.39 1.26
C -2.11 -4.72 -2.03
C -0.75 1.61 -2.31
C 0.30 -4.71 -2.01
C 0.50 1.29 3.16
C -2.13 -3.45 -1.46
C -1.82 1.70 4.67
C 0.32 -3.45 -1.38
C -0.94 -2.81 -1.15
C 3.00 -1.33 0.13
C 2.99 0.12 0.62
C 1.69 0.98 2.43
C 1.54 -2.86 -0.96
C -0.81 2.78 -3.01
C -3.28 2.09 -2.54
C -0.79 1.08 2.60
C -0.90 -5.33 -2.32
C -0.57 1.94 5.23
C 0.71 5.06 -2.71
C -1.94 1.29 3.36
C 0.58 1.75 4.49
H 2.44 -3.46 -1.11
H 3.75 -1.44 -0.67
H 2.63 1.25 2.90
H -0.50 2.25 6.28
H -0.90 -6.31 -2.80
H 1.64 5.56 -3.01
H 3.83 0.30 1.30
H -0.15 5.68 -3.02
H 1.24 -5.20 -2.25
H -2.91 1.09 2.91
H -2.73 1.83 5.28
H 3.28 -2.00 0.96
H 0.71 4.90 -1.63
H 1.55 1.92 4.93
H 3.07 0.81 -0.24
H -3.07 -2.94 -1.25
H -3.05 -5.22 -2.26

Output
- Highest occupied orbital energy: -12.81 eV
- Electronic energy: -3079.73985 Ha
- Max |F|: 0.09567 hartree/bohr
- Charge: +2

=====

[4]
C20H17N3O5SW | wB97M-V/def2-TZVPD

Geometry (Å):
W -0.06 0.00 0.40
S -1.58 0.01 -2.51
O -0.24 0.00 4.36
O -1.57 -1.35 0.56
O -1.57 1.36 0.57
O 0.22 -1.41 1.79
O 0.22 1.41 1.79
N 1.31 0.01 -3.54
N -0.07 0.00 -1.65
N 2.00 0.00 -0.03
C 4.30 0.00 0.56
C -2.16 -0.78 5.45
C -1.04 0.00 -4.19
C 0.69 0.00 -5.87
C 2.32 0.00 -1.35
C -1.09 1.29 1.78
C -1.89 0.80 2.96
C 3.63 0.00 -1.75
C 0.30 0.00 -4.55
C -2.00 0.00 -5.19
C 2.96 0.00 0.91
C -1.61 0.00 -6.52
C 4.63 0.00 -0.78
C -1.09 -1.28 1.78
C -1.18 1.07 4.31
C 1.13 0.00 -2.24
C -2.15 0.77 5.45
C -1.18 -1.07 4.31
C -1.89 -0.80 2.96
C -0.27 0.00 -6.87
H -0.67 -2.03 4.35
H 0.03 -0.01 -7.91
H 5.67 0.00 -1.08
H -3.14 1.21 5.29
H -0.66 2.03 4.36
H 2.26 0.01 -3.88
H 3.92 0.00 -2.79
H 1.75 0.00 -6.13
H -1.76 -1.17 6.38
H 2.61 0.00 1.94
H -3.05 0.00 -4.93
H -1.76 1.17 6.38
H -2.90 1.20 2.89
H -2.90 -1.20 2.89
H -2.37 -0.01 -7.29
H -3.14 -1.21 5.29
H 5.05 0.00 1.34

Output
- Highest occupied orbital energy: -14.06 eV
- Electronic energy: -1777.57213 Ha
- Relative energy (zero: lowest compared OMol25 entry of this formula, charge and spin): 4.5 kcal/mol
- Max |F|: 0.00563 hartree/bohr
- Charge: +2

=====

[5]
C20H18B3ClI2O5 | wB97M-V/def2-TZVPD

Geometry (Å):
I 5.64 -1.84 4.01
I 1.68 -4.03 1.86
Cl -0.90 -1.82 4.01
O -1.73 -0.90 -3.47
O -0.75 4.16 -2.01
O 2.06 -0.74 1.87
O 0.88 0.79 3.24
O 3.04 0.04 3.87
C -0.96 3.02 -2.37
C -1.58 -0.80 2.67
C 3.77 -2.27 3.12
C 4.43 -4.70 2.99
C -4.01 3.42 -4.53
C 1.05 2.21 -1.16
C -2.35 1.37 -3.65
C -3.41 1.08 -4.50
C 0.52 -0.43 -1.88
C 1.63 -0.13 -1.10
C -0.32 0.59 -2.31
C -0.52 -0.53 1.61
C -0.06 1.91 -1.94
C -4.24 2.11 -4.94
C 3.50 -3.53 2.78
C -2.95 3.70 -3.68
C -1.49 0.25 -3.17
C -2.85 -1.45 2.11
C -2.11 2.68 -3.25
C 1.89 1.19 -0.74
B 2.90 -0.98 2.94
B 0.86 -0.17 2.24
B 2.14 1.07 3.74
H -4.66 4.21 -4.87
H -1.83 0.14 3.15
H 3.92 -5.63 2.74
H 4.68 -4.74 4.04
H 5.33 -4.58 2.40
H -0.88 0.35 1.08
H -3.59 0.06 -4.81
H -5.06 1.88 -5.60
H 2.43 2.19 3.99
H 0.31 -1.45 -2.16
H -0.46 -1.35 0.88
H 1.25 3.23 -0.88
H 2.28 -0.93 -0.76
H 2.76 1.42 -0.13
H -3.69 -0.77 2.23
H -2.76 4.72 -3.36
H -3.09 -2.37 2.63
H -2.75 -1.68 1.06

Output
- Highest occupied orbital energy: -8.91 eV
- Electronic energy: -2279.57955 Ha
- Relative energy (zero: lowest compared OMol25 entry of this formula, charge and spin): 0.0 kcal/mol
- Max |F|: 0.01763 hartree/bohr

=====

What did the fourth record say?
C20H17N3O5SW | wB97M-V/def2-TZVPD

Geometry (Å):
W -0.06 0.00 0.40
S -1.58 0.01 -2.51
O -0.24 0.00 4.36
O -1.57 -1.35 0.56
O -1.57 1.36 0.57
O 0.22 -1.41 1.79
O 0.22 1.41 1.79
N 1.31 0.01 -3.54
N -0.07 0.00 -1.65
N 2.00 0.00 -0.03
C 4.30 0.00 0.56
C -2.16 -0.78 5.45
C -1.04 0.00 -4.19
C 0.69 0.00 -5.87
C 2.32 0.00 -1.35
C -1.09 1.29 1.78
C -1.89 0.80 2.96
C 3.63 0.00 -1.75
C 0.30 0.00 -4.55
C -2.00 0.00 -5.19
C 2.96 0.00 0.91
C -1.61 0.00 -6.52
C 4.63 0.00 -0.78
C -1.09 -1.28 1.78
C -1.18 1.07 4.31
C 1.13 0.00 -2.24
C -2.15 0.77 5.45
C -1.18 -1.07 4.31
C -1.89 -0.80 2.96
C -0.27 0.00 -6.87
H -0.67 -2.03 4.35
H 0.03 -0.01 -7.91
H 5.67 0.00 -1.08
H -3.14 1.21 5.29
H -0.66 2.03 4.36
H 2.26 0.01 -3.88
H 3.92 0.00 -2.79
H 1.75 0.00 -6.13
H -1.76 -1.17 6.38
H 2.61 0.00 1.94
H -3.05 0.00 -4.93
H -1.76 1.17 6.38
H -2.90 1.20 2.89
H -2.90 -1.20 2.89
H -2.37 -0.01 -7.29
H -3.14 -1.21 5.29
H 5.05 0.00 1.34

Output
- Highest occupied orbital energy: -14.06 eV
- Electronic energy: -1777.57213 Ha
- Relative energy (zero: lowest compared OMol25 entry of this formula, charge and spin): 4.5 kcal/mol
- Max |F|: 0.00563 hartree/bohr
- Charge: +2

=====

- The lowest max |F| belongs to which entry?
  C20H17N3O5SW

=====

Copy entry 2 word for word.
C20H17IrN8PS2 | wB97M-V/def2-TZVPD

Geometry (Å):
Ir 0.63 -0.02 1.66
S 2.12 -1.38 2.69
S -0.28 -1.82 0.66
P -0.77 3.03 2.70
N -0.37 -7.92 1.40
N -2.01 1.25 4.55
N 1.92 3.67 3.29
N 2.71 -7.34 4.01
N -1.67 3.13 0.03
N -0.66 0.28 3.15
N 1.65 1.73 2.32
N -0.58 1.29 0.51
C 3.16 3.12 3.15
C 0.45 -3.18 1.48
C -0.97 1.23 -0.79
C 2.99 1.91 2.55
C -1.18 1.45 3.51
C 2.22 -6.47 3.45
C 0.55 -5.55 1.86
C 1.62 -5.36 2.77
C -2.02 -0.09 4.84
C 2.08 -4.08 3.01
C -1.18 -0.69 3.96
C 1.03 2.80 2.78
C -1.01 2.45 1.00
C 1.50 -2.98 2.38
C 1.64 4.98 3.87
C -2.35 4.42 0.17
C -0.02 -4.47 1.23
C -1.65 2.37 -1.10
C -2.84 2.25 5.22
C 0.04 -6.87 1.60
H 3.72 1.17 2.27
H -0.90 -1.73 3.86
H 2.54 5.34 4.35
H -2.62 -0.49 5.64
H -2.12 2.69 -2.01
H -0.74 0.38 -1.41
H -0.84 -4.62 0.54
H -2.90 2.01 6.28
H 4.05 3.63 3.48
H -2.52 4.82 -0.83
H 1.34 5.69 3.10
H -1.73 5.11 0.72
H -2.38 3.23 5.11
H 2.90 -3.94 3.71
H 0.85 4.90 4.61
H -3.84 2.27 4.79
H -3.31 4.30 0.67

Output
- Highest occupied orbital energy (alpha / beta): -10.59 / -10.59 eV
- Electronic energy: -2452.33558 Ha
- Relative energy (zero: lowest compared OMol25 entry of this formula, charge and spin): 0.0 kcal/mol
- Max |F|: 0.00770 hartree/bohr
- Charge: +1